[1]
The following is a quantum chemistry calculation of a single C4H6N2O molecule, from OMol25.

Properties
Orbital gap in eV: 8.388
SMILES: Nc1cc[nH]c1O
Energy above the lowest of the compared OMol25 structures with the same formula, charge and spin in kJ/mol: 87.94
Maximum force in eV Å⁻¹: 0.31
E in hartree: -340.76142

```
! wB97M-V def2-TZVPD RIJCOSX def2/J DEFGRID3
* xyz 0 1
N -1.91591 0.52297 0.12891
C -0.50412 0.31895 0.09991
C 0.61738 1.20209 0.20564
C 1.75037 0.44275 0.07741
N 1.36545 -0.87245 -0.11117
C 0.00791 -0.93715 -0.08586
O -0.64596 -2.10831 -0.26018
H -2.28656 0.63677 -0.80879
H -2.16518 1.35617 0.64883
H 0.58950 2.27149 0.37540
H 2.79519 0.71588 0.09896
H 1.97216 -1.66132 -0.25826
H -1.58024 -1.88784 -0.11080
*
```

***

[2]
The following is a quantum chemistry calculation of a single C7H14N2 molecule at a distorted geometry, from OMol25.

Properties
Orbital gap in eV: 8.105
SMILES: C=C/C(N)=C(/N)C(C)C
Energy above the lowest of the compared OMol25 structures with the same formula, charge and spin in kJ/mol: 129.31
Maximum force in eV Å⁻¹: 3.21
E in hartree: -384.58264

```
! wB97M-V def2-TZVPD RIJCOSX def2/J DEFGRID3
* xyz 0 1
C 1.41727 0.43093 -2.00010
C 1.01433 -0.63189 -1.27677
C 1.15467 -0.69460 0.16165
N 2.34665 -1.21945 0.63929
C 0.19408 -0.22816 1.00147
N 0.33429 -0.40456 2.37718
C -1.21995 0.27639 0.43366
C -1.94941 -0.52197 -0.64971
C -1.18010 1.76695 0.10212
H 1.32073 0.43539 -3.08003
H 1.78874 1.33018 -1.51916
H 0.69004 -1.54632 -1.76652
H 3.09820 -1.09615 -0.03450
H 2.56620 -0.80576 1.54373
H 0.85255 -1.25866 2.58607
H -0.53489 -0.32182 2.89552
H -1.87760 0.18174 1.30971
H -3.01619 -0.26943 -0.64491
H -1.59371 -0.28744 -1.65691
H -1.86428 -1.59975 -0.47588
H -0.61809 1.97013 -0.81359
H -0.72847 2.34227 0.91646
H -2.19503 2.15198 -0.04880
*
```

***

[3]
The following is a quantum chemistry calculation of a single C4H7NO molecule, from OMol25.

Properties
Orbital gap in eV: 10.323
SMILES: O[C@H]1CN2C[C@@H]12
Energy above the lowest of the compared OMol25 structures with the same formula, charge and spin in kJ/mol: 370.86
Maximum force in eV Å⁻¹: 1.00
E in hartree: -286.49039

```
! wB97M-V def2-TZVPD RIJCOSX def2/J DEFGRID3
* xyz 0 1
O 0.50448 -0.21993 -2.14367
C 0.21522 -0.64298 -0.82056
C 0.82486 -0.74987 0.81346
N -0.46856 -0.20779 1.25813
C -0.42025 1.15338 0.78041
C -0.87910 0.11430 -0.16889
H 0.11199 0.65087 -2.31378
H 0.09191 -1.71199 -0.93515
H 1.67279 -0.19074 1.23758
H 0.91586 -1.80159 1.12968
H 0.55943 1.61494 0.67438
H -1.19918 1.78143 1.19754
H -1.88476 0.19157 -0.58665
*
```